The following is a quantum chemistry calculation of a gas-phase ion, C4H11N2S (charge -1), from the Open Molecules 2025 dataset.

ORCA input file:
```
! wB97M-V def2-TZVPD RIJCOSX def2/J DEFGRID3
* xyz -1 1
N -2.16 -1.22 0.23
C -0.75 -1.25 0.61
N -0.39 -0.09 1.44
C -0.14 1.15 0.70
C 0.38 0.97 -0.74
C 1.78 0.34 -0.81
S 1.91 -0.90 -2.15
H -2.35 -0.31 -0.18
H -2.23 -1.85 -0.57
H -0.06 -1.34 -0.23
H -0.56 -2.11 1.25
H 0.46 -0.39 1.90
H 0.57 1.76 1.26
H -1.06 1.73 0.65
H -0.34 0.43 -1.35
H 0.38 1.97 -1.19
H 2.04 0.00 0.18
H 2.52 1.09 -1.01
*
```

Properties
E in eV: -18142.1942
Kohn-Sham gap in eV: 6.43
E_LUMO in eV: 4.0
Highest occupied orbital energy in eV: -2.4
SMILES string: NCNCCC[S-]